{"formula": "C25H26NO7S2", "method": "ωB97M-V with the def2-TZVPD basis set", "elements": ["C", "C", "C", "C", "C", "S", "N", "C", "C", "C", "C", "C", "C", "C", "O", "O", "C", "C", "H", "H", "H", "H", "H", "H", "H", "H", "H", "H", "H", "H", "H", "C", "C", "O", "C", "C", "O", "C", "S", "C", "C", "C", "C", "C", "C", "O", "O", "O", "H", "H", "H", "H", "H", "H", "H", "H", "H", "H", "H", "H", "H"], "xyz": [[6.690, -2.532, 3.085], [5.439, -1.715, 2.892], [4.722, -1.228, 3.991], [3.577, -0.449, 3.817], [3.122, -0.173, 2.522], [1.746, 0.944, 2.251], [0.600, -0.024, 1.516], [-0.628, 0.378, 1.341], [-1.689, -0.514, 1.777], [-2.972, -0.050, 2.151], [-3.882, -0.938, 2.719], [-3.530, -2.284, 2.903], [-2.249, -2.739, 2.557], [-1.343, -1.859, 1.962], [1.246, 1.342, 3.537], [2.207, 1.945, 1.314], [3.823, -0.650, 1.416], [4.964, -1.424, 1.608], [7.100, -2.827, 2.116], [7.457, -1.968, 3.627], [6.484, -3.443, 3.658], [5.081, -1.459, 4.996], [3.046, -0.051, 4.676], [-0.885, 1.434, 1.215], [-3.199, 1.012, 2.048], [-4.867, -0.570, 3.012], [-4.267, -2.980, 3.314], [-1.952, -3.771, 2.748], [-0.337, -2.171, 1.702], [3.484, -0.405, 0.415], [5.513, -1.802, 0.744], [-5.823, 1.889, -1.576], [-4.910, 1.657, -0.402], [-3.675, 1.092, -0.923], [-2.509, 1.551, -0.440], [-1.379, 0.785, -1.087], [-0.106, 1.053, -0.866], [0.506, 2.360, -1.187], [-1.865, 0.629, -2.889], [-0.416, 0.295, -3.896], [0.015, 1.189, -4.877], [1.096, 0.833, -5.694], [1.720, -0.408, -5.535], [1.252, -1.306, -4.570], [0.173, -0.958, -3.756], [-2.785, -0.480, -3.053], [-2.196, 2.000, -3.260], [-2.396, 2.476, 0.374], [-6.842, 1.931, -1.202], [-5.577, 2.850, -2.029], [-5.757, 1.104, -2.329], [-4.672, 2.579, 0.141], [-5.298, 0.892, 0.273], [1.498, 2.301, -0.741], [0.566, 2.465, -2.276], [-0.119, 3.137, -0.721], [-0.489, 2.145, -5.001], [1.440, 1.530, -6.460], [2.565, -0.684, -6.173], [1.711, -2.285, -4.450], [-0.230, -1.655, -3.023]], "atomic_forces_ev_per_a": [[0.01, -0.04, -0.01], [-0.39, 0.16, -0.03], [0.02, 0.06, -0.19], [-0.02, -0.11, -0.32], [0.13, -0.03, 0.07], [-1.32, -0.32, -2.13], [0.59, -0.23, 1.52], [1.20, 1.04, 1.57], [-0.79, -1.07, -0.32], [0.73, -0.13, 0.08], [0.25, -0.28, -0.17], [-0.04, 0.10, 0.00], [-0.15, 0.41, -0.29], [-0.68, -0.24, 0.59], [0.23, 0.08, 0.25], [0.39, 0.02, 0.67], [0.05, -0.10, 0.23], [0.02, 0.04, 0.12], [0.02, 0.01, 0.13], [-0.12, -0.07, -0.09], [0.02, 0.11, -0.06], [-0.14, 0.13, -0.22], [-0.03, -0.04, -0.18], [0.10, -0.31, 0.35], [0.03, -0.35, -0.04], [0.24, -0.20, -0.05], [0.31, 0.24, -0.03], [-0.18, 0.22, -0.11], [-0.20, 0.02, 0.02], [-0.03, -0.03, 0.10], [-0.14, 0.11, 0.16], [-0.14, 0.43, 0.08], [1.13, -0.58, -0.28], [-1.00, 0.43, 0.77], [2.48, -0.13, -1.61], [-3.53, 0.01, -0.63], [2.95, 1.48, -0.59], [-0.90, -0.75, 0.04], [0.22, 0.87, 2.28], [0.09, -0.58, 0.00], [0.24, -0.18, 0.10], [-0.16, -0.14, 0.18], [-0.16, 0.05, 0.10], [-0.09, 0.15, -0.01], [0.26, 0.06, -0.17], [0.19, 0.35, -0.77], [-0.62, -0.21, -1.03], [-0.42, -0.63, -0.16], [-0.29, 0.09, -0.08], [-0.07, -0.13, -0.20], [0.13, -0.03, 0.14], [-0.15, -0.26, -0.04], [-0.14, 0.16, 0.12], [-0.22, 0.19, -0.09], [-0.09, 0.18, 0.16], [0.35, -0.08, -0.29], [0.07, -0.22, 0.15], [-0.07, -0.21, 0.21], [-0.28, 0.10, 0.21], [-0.02, 0.20, -0.07], [0.13, 0.17, -0.12]], "relative_energy_kcal_mol": 35.1, "multiplicity": 1, "total_energy_ha": -2345.98608, "homo_energy_ha": -0.1283, "total_charge": -1, "gap_ev": 5.95}